This record from the Open Molecules 2025 dataset describes 2 unconnected molecules or ions with the total composition C2H6O at a distorted geometry. The level of theory is ωB97M-V with the def2-TZVPD basis set.

Spin multiplicity: 1
SMILES: C=C.O
Gap between HOMO and LUMO (eV): 11.03
Relative energy (zero: lowest compared OMol25 entry of this formula, charge and spin) (kcal/mol): 56.39
E (hartree): -154.93596
E_HOMO (Eh): -0.3687

```
9
Properties=species:S:1:pos:R:3:forces:R:3:nbo_charge:R:1
C 0.0000 0.0000 0.0000 -0.59 3.53 -1.83 -0.4092
C -0.1983 1.2720 -0.5178 0.81 -2.72 0.64 -0.3743
H -0.2464 -0.2026 1.0486 2.00 2.20 -3.13 0.1611
H 0.4370 -0.8156 -0.5874 -0.16 0.41 0.06 0.1920
H -0.6138 2.0902 0.0814 0.13 -0.45 -0.21 0.1973
H 0.1235 1.5017 -1.5400 -0.25 0.00 0.39 0.1926
O -0.2992 -1.0801 2.3235 -0.30 -1.57 1.35 -0.8943
H -0.9116 -0.7198 1.6427 -0.90 -1.96 2.15 0.4633
H 0.2870 -1.6962 1.8287 -0.74 0.56 0.56 0.4717
```
Forces are in eV/Å.